Entry 1:
The following is a DFT calculation (wB97M-V/def2-TZVPD) of a molecular structure, C26H39IrN3O12P2 in a non-equilibrium geometry.

Each line ends with the Mulliken charge.
Cartesian coordinates (Å):
Ir1 1.18553 0.01047 1.27669  2.0407
O1 1.34423 -0.27257 3.23623  -0.3982
N1 2.55073 -0.15548 3.67273  -0.3308
N2 3.41512 0.05429 2.80738  1.1853
O2 3.05573 0.05225 1.48523  -0.3894
C1 4.81408 0.27039 3.09823  0.6366
C2 5.71132 0.29895 2.04259  -0.5241
C3 7.04847 0.50517 2.33859  -0.5737
C4 7.45686 0.67177 3.65591  -0.5072
C5 6.52920 0.63895 4.69195  -0.5905
C6 5.18726 0.44182 4.42485  -0.3968
H1 5.38321 0.16545 1.02358  0.4647
H2 7.77143 0.53378 1.53600  0.3913
H3 8.50262 0.83198 3.87812  0.4106
H4 6.84989 0.77371 5.71513  0.4011
H5 4.45770 0.42613 5.22097  0.4653
C7 -1.78752 2.04902 -3.88998  -1.4295
C8 -0.57126 1.17231 -4.05592  0.8569
C9 0.43725 1.69420 -5.04741  -1.5046
O3 0.12513 1.12869 -2.72780  -0.2824
P1 0.19068 -0.11640 -1.81825  -0.4823
O4 1.25023 0.15177 -0.76848  -0.5726
C10 -1.41953 -0.39780 -1.06803  1.3190
P2 -1.40485 -1.65718 0.20591  0.4771
O5 -0.25232 -1.35868 1.18067  -1.1898
O6 -1.12208 -3.04363 -0.40056  0.0331
C11 -2.15855 -3.92709 -1.03142  0.6329
C12 -1.56133 -4.41093 -2.32732  -1.1470
C13 -2.47959 -5.02257 -0.04790  -1.4315
O7 -2.78296 -1.68805 0.86693  -0.3255
C14 -3.41284 -1.02563 2.05270  0.4519
C15 -2.81923 -1.61398 3.30668  -1.3115
C16 -3.25925 0.46848 1.92730  -0.7374
O8 0.43412 -1.40862 -2.63802  0.4475
C17 1.77085 -1.80596 -3.17604  0.5516
C18 2.36908 -2.79331 -2.20606  -1.1189
C19 1.52748 -2.36460 -4.55493  -1.4064
H6 -2.31001 2.12262 -4.84404  0.4572
H7 -1.49552 3.05321 -3.58338  0.3201
H8 -2.48943 1.65197 -3.15626  0.3009
H9 -0.84729 0.14295 -4.29397  0.2574
H10 0.73372 2.71060 -4.79117  0.3646
H11 -0.00805 1.70584 -6.04245  0.4223
H12 1.32521 1.06329 -5.07731  0.3538
H13 -2.15460 -0.66125 -1.83368  0.8482
H14 -1.73418 0.54266 -0.60590  -1.4281
H15 -3.03426 -3.30098 -1.21411  0.3593
H16 -0.68607 -5.03201 -2.13650  0.2965
H17 -1.27799 -3.57613 -2.96797  0.1133
H18 -2.29913 -5.01642 -2.85415  0.4838
H19 -1.58821 -5.61019 0.17001  0.3256
H20 -3.23018 -5.68476 -0.47998  0.4305
H21 -2.87836 -4.61630 0.88026  0.3195
H22 -4.45186 -1.32290 1.93088  0.3150
H23 -1.77032 -1.33685 3.41521  0.1821
H24 -2.90938 -2.69884 3.31181  0.3905
H25 -3.36450 -1.22761 4.16863  0.4653
H26 -2.20903 0.75626 2.00891  -0.2626
H27 -3.79784 0.95021 2.74433  0.5980
H28 -3.67357 0.84013 0.98910  0.3086
H29 2.36712 -0.89219 -3.22668  0.4232
H30 1.72544 -3.66790 -2.11096  0.1545
H31 2.51153 -2.34493 -1.22314  0.1389
H32 3.34173 -3.11972 -2.57523  0.5018
H33 0.89859 -3.25334 -4.50264  0.2869
H34 2.47978 -2.64757 -5.00366  0.4376
H35 1.05393 -1.62835 -5.20332  0.3570
O9 1.03883 2.46743 2.74057  -0.6251
C20 0.09615 2.43449 2.00069  0.6001
O10 -0.03404 1.42837 1.07054  -0.6146
C21 -1.02687 3.38621 1.90797  0.4409
C22 -1.15960 4.38336 2.87467  -0.8665
C23 -2.22157 5.27207 2.80473  -0.6003
C24 -3.14938 5.17331 1.77303  -0.7225
C25 -2.98716 4.17223 0.83169  -0.2839
C26 -1.94139 3.28161 0.87369  0.1875
N3 -3.96272 4.01760 -0.26986  1.0486
O11 -4.77992 4.88906 -0.41884  -0.5867
O12 -3.83752 3.03075 -0.97959  -0.5867
H36 -0.42903 4.44952 3.66955  0.5273
H37 -2.33131 6.04391 3.55300  0.4366
H38 -3.98595 5.85253 1.69006  0.5368
H39 -1.85263 2.53893 0.09920  0.4712

Output
LUMO (alpha / beta): -7.636 / -8.464 eV
max |F|: 0.0220 hartree/bohr
charge: +2
relative energy (zero: lowest compared OMol25 entry of this formula, charge and spin): 17.9 kcal/mol
HOMO level (alpha / beta): -14.46 / -14.46 eV
multiplicity: 2

=====

Entry 2:
The following is a DFT calculation (wB97M-V/def2-TZVPD) of a molecular structure, C26H40AgAsN6O3SSi2.

Each line ends with the Mulliken charge.
Cartesian coordinates (Å):
Ag1 0.19987 0.57060 -0.38292  0.9562
N1 4.92947 0.23968 -1.07748  -0.5316
C1 3.62734 0.70382 -0.94377  -0.0126
S1 2.56754 0.53379 -2.27001  -0.4497
N2 3.44549 1.27912 0.24442  -1.1726
N3 2.17778 1.70726 0.44226  0.8721
C2 1.94267 2.36137 1.51408  0.2501
C3 2.99511 2.63475 2.53677  -0.6400
C4 3.99029 3.57641 2.29947  -0.1484
C5 4.96712 3.82564 3.25337  -0.6383
C6 4.96194 3.12426 4.45436  -0.3775
C7 3.98017 2.16919 4.68587  -0.7947
C8 2.99859 1.92222 3.73108  0.2882
C9 0.54400 2.83410 1.75184  0.5318
C10 0.18644 3.39761 2.96720  -0.6856
C11 -1.12491 3.80799 3.16160  -0.7553
C12 -2.03949 3.65761 2.14203  -0.5969
C13 -1.59073 3.10248 0.94842  -0.1350
N4 -0.33813 2.72094 0.75033  0.2006
H1 5.01077 -0.49218 -1.76500  0.2573
H2 5.35545 0.04746 -0.18204  0.2709
H3 4.00089 4.10100 1.35135  0.4458
H4 5.74008 4.55800 3.05283  0.3586
H5 5.72792 3.31197 5.19787  0.3511
H6 3.98327 1.59834 5.60670  0.4088
H7 2.26072 1.13532 3.86888  0.4933
H8 0.92245 3.49172 3.75473  0.4486
H9 -1.42334 4.22864 4.11543  0.3735
H10 -3.07954 3.93097 2.25533  0.3680
H11 -2.26826 2.95658 0.11762  0.2142
C14 -4.04337 -1.83435 2.01476  -0.8221
N5 -2.71456 -1.47304 2.46678  0.3297
C15 -1.96180 -2.31146 3.23054  0.1416
C16 -0.68239 -2.03999 3.51982  -1.1772
C17 -0.05649 -0.86453 2.90321  0.1901
O1 1.13880 -0.61068 3.12873  -0.6827
N6 -0.80868 -0.09466 2.06687  0.6507
C18 -2.14006 -0.30261 1.91488  -0.3045
O2 -2.90606 0.43622 1.29239  -0.6441
H12 -4.38136 -2.69672 2.59196  0.3238
H13 -4.03337 -2.08525 0.95260  0.1301
H14 -4.73074 -1.00332 2.15579  0.2507
H15 -2.47025 -3.19520 3.59766  0.2308
H16 -0.08814 -2.69059 4.14473  0.3745
C19 -0.30102 2.44739 -4.16198  -0.6538
C20 -1.42858 2.85347 -3.23918  -0.0486
O3 -0.97396 3.69520 -2.18390  -0.5525
H17 -0.68606 1.86377 -5.00189  0.3290
H18 0.43140 1.83827 -3.63275  -0.1008
H19 0.20716 3.33517 -4.54798  0.3004
H20 -1.92708 1.97013 -2.83291  0.0013
H21 -2.17644 3.43832 -3.78019  0.3700
H22 -0.48706 3.15401 -1.54048  0.2518
C21 -1.97726 -3.54509 -3.99570  -1.1668
Si1 -2.49740 -2.03359 -2.99943  0.3507
C22 -2.82256 -0.74855 -4.32851  -1.0575
C23 -4.22381 -2.47440 -2.36885  -1.1748
As1 -1.28152 -1.46657 -1.13359  0.1481
Si2 0.45406 -3.00124 -1.20371  0.0977
C24 1.42995 -3.27317 -2.78575  -0.9821
C25 1.73418 -2.51374 0.07181  -0.3980
C26 -0.18284 -4.70643 -0.70105  -1.1582
H23 -2.80628 -3.80220 -4.66729  0.3609
H24 -1.76339 -4.40889 -3.35752  0.2589
H25 -1.08938 -3.34725 -4.60073  0.2473
H26 -3.66031 -1.11512 -4.93442  0.2958
H27 -1.95312 -0.61296 -4.97824  0.2252
H28 -3.08996 0.22940 -3.92039  0.2840
H29 -4.93330 -2.65174 -3.18955  0.3613
H30 -4.60709 -1.66712 -1.73499  0.2586
H31 -4.16756 -3.37265 -1.74407  0.2745
H32 1.92015 -2.33913 -3.08131  0.1712
H33 0.82171 -3.62661 -3.61868  0.2581
H34 2.20558 -4.02211 -2.57845  0.3227
H35 2.43983 -1.81107 -0.38244  -0.1498
H36 2.28087 -3.39710 0.42597  0.3712
H37 1.30399 -2.01190 0.94533  -0.0746
H38 -0.94244 -5.06258 -1.40565  0.2296
H39 -0.65400 -4.64145 0.28442  0.2452
H40 0.63105 -5.44297 -0.65930  0.3617

Output
LUMO: 4.639 eV
max |F|: 0.0105 hartree/bohr
charge: -2
relative energy (zero: lowest compared OMol25 entry of this formula, charge and spin): 28.6 kcal/mol
HOMO level: -1.04 eV

=====

Entry 3:
The following is a DFT calculation (wB97M-V/def2-TZVPD) of a molecular structure, C26H40BiN5O3Si.

Each line ends with the Mulliken charge.
Cartesian coordinates (Å):
Bi1 1.24032 1.28086 1.07876  0.8018
C1 1.15702 -2.08061 2.56657  -1.2020
C2 0.12930 -2.30011 1.49316  1.2292
C3 -0.14118 -3.57868 1.02497  -0.6284
C4 -1.10391 -3.81576 0.04901  -0.9244
C5 -1.81098 -2.72733 -0.45431  -0.7811
C6 -1.56698 -1.43599 -0.01384  0.2644
C7 -2.31771 -0.26809 -0.58665  -0.9551
C8 -0.57575 -1.17024 0.97718  1.3954
N1 -0.41289 0.08628 1.46821  -1.0095
H1 1.50791 -3.03537 2.97063  0.4562
H2 0.73615 -1.48238 3.38119  0.2212
H3 2.00731 -1.51315 2.17472  -0.2469
H4 0.41949 -4.41456 1.43903  0.2596
H5 -1.29571 -4.81989 -0.31246  0.3275
H6 -2.56477 -2.88420 -1.22288  0.2771
H7 -3.02298 -0.59449 -1.35669  0.4118
H8 -1.62329 0.45804 -1.01935  -0.0778
H9 -2.86759 0.26935 0.19159  0.1147
C9 0.65585 1.51214 -4.07303  -1.1569
Si1 1.47731 1.06304 -2.41821  -0.0150
C10 1.24992 -0.77910 -2.22234  -0.1062
C11 3.32639 1.40070 -2.57921  -0.8531
N2 0.73581 1.93995 -1.13426  0.0591
C12 0.04910 3.11506 -1.24568  -0.0939
C13 -1.07444 3.36780 -0.42114  0.1126
C14 -1.77424 4.55923 -0.48978  -0.7161
C15 -1.40936 5.56083 -1.38562  -0.4399
C16 -0.30672 5.33789 -2.20427  -0.6553
C17 0.41105 4.15599 -2.13230  0.0218
H10 0.92187 0.77225 -4.83408  0.3573
H11 0.93659 2.49840 -4.44891  0.3007
H12 -0.43178 1.49916 -3.95553  0.3301
H13 1.78435 -1.29753 -3.02724  0.4882
H14 0.20257 -1.08794 -2.24637  0.1732
H15 1.67609 -1.07384 -1.25916  -0.4454
H16 3.78528 0.83463 -3.39654  0.3163
H17 3.78101 1.09313 -1.63327  0.0341
H18 3.53434 2.46419 -2.73434  0.2637
H19 -1.39233 2.58127 0.25587  0.1687
H20 -2.63096 4.70374 0.16077  0.3762
H21 -1.96595 6.48877 -1.44128  0.3379
H22 0.00895 6.10584 -2.90426  0.3301
H23 1.28969 4.02203 -2.75422  0.2927
C18 -2.94733 1.54476 3.27373  -0.6530
N3 -3.37903 0.30300 3.91327  0.2825
C19 -2.60928 -0.91249 3.64603  -0.4050
C20 -4.46253 0.35013 4.70765  0.6227
C21 -4.95391 -0.94355 5.33402  -0.9899
O1 -5.08823 1.38995 4.92868  -0.7183
H24 -2.12434 1.31552 2.59351  -0.0457
H25 -2.62532 2.26814 4.02552  0.3606
H26 -3.77861 1.98989 2.72661  0.2749
H27 -1.74352 -0.63616 3.04001  -0.4594
H28 -3.19179 -1.64933 3.08886  0.3821
H29 -2.25055 -1.36444 4.57375  0.3611
H30 -4.28330 -1.78932 5.22044  0.3299
H31 -5.91290 -1.18927 4.87562  0.2160
H32 -5.13557 -0.75506 6.39143  0.2891
O2 2.67523 0.07971 0.46270  -1.1717
N4 5.64583 0.13609 3.98464  -0.7880
C22 5.32123 -0.66783 3.21895  0.5607
N5 4.94162 -1.60460 2.35268  0.3056
C23 5.29187 -2.97829 2.70684  -0.7392
C24 4.54522 -3.92613 1.78407  -0.0678
O3 4.83783 -3.65192 0.43344  -0.5112
C25 4.37141 -2.33172 0.11147  -0.0226
C26 5.08943 -1.27595 0.92072  -1.0239
H33 5.00766 -3.15808 3.74474  0.4379
H34 6.37433 -3.14319 2.60223  0.3309
H35 3.46751 -3.83122 1.96239  -0.0907
H36 4.85348 -4.95461 1.98343  0.3988
H37 3.29687 -2.23949 0.29208  -0.0667
H38 4.56001 -2.17855 -0.94958  0.3469
H39 4.56138 -0.33545 0.73783  0.4746
H40 6.15743 -1.23882 0.66090  0.3644

Output
LUMO: 4.621 eV
max |F|: 0.0037 hartree/bohr
charge: -2
relative energy (zero: lowest compared OMol25 entry of this formula, charge and spin): 0.0 kcal/mol
HOMO level: -0.96 eV